The following is a quantum chemistry calculation of a structure of composition C38H48AsIrNO4Sb at a distorted geometry, from the Open Molecules 2025 dataset.

```
! wB97M-V def2-TZVPD RIJCOSX def2/J DEFGRID3
* xyz 1 6
Ir 0.980 0.119 -1.743
O 1.386 -6.706 -0.943
C 0.320 -6.262 -0.528
O -0.725 -6.575 -0.040
C 0.446 -4.646 -0.813
C -0.654 -4.029 -1.378
C -0.578 -2.656 -1.532
N 0.488 -1.961 -1.127
C 1.535 -2.582 -0.577
C 1.570 -3.958 -0.418
C 2.686 -1.696 -0.129
O 3.561 -2.160 0.560
O 2.609 -0.464 -0.534
H -1.541 -4.575 -1.655
H -1.397 -2.092 -1.957
H 2.437 -4.427 0.019
C 2.575 3.674 -3.222
C 2.886 3.108 -1.844
As 1.332 2.477 -0.851
C 1.858 2.722 1.002
C 2.270 4.140 1.372
C -0.072 3.792 -1.137
C -0.867 3.573 -2.417
H 3.501 3.950 -3.726
H 1.955 4.568 -3.167
H 2.062 2.952 -3.858
H 3.376 3.853 -1.213
H 3.563 2.252 -1.912
H 2.651 1.997 1.182
H 0.992 2.421 1.594
H 3.201 4.438 0.894
H 2.427 4.209 2.448
H 1.504 4.870 1.110
H 0.393 4.780 -1.126
H -0.715 3.722 -0.255
H -0.255 3.707 -3.308
H -1.692 4.284 -2.475
H -1.294 2.571 -2.458
C 0.700 -0.976 -6.024
C 0.933 -1.158 -4.526
C 2.266 -1.856 -4.276
C 0.855 0.192 -3.808
H 0.733 -1.932 -6.545
H 1.473 -0.339 -6.456
H -0.265 -0.515 -6.229
H 0.127 -1.797 -4.146
H 3.074 -1.314 -4.770
H 2.262 -2.868 -4.675
H 2.523 -1.916 -3.216
H -0.071 0.724 -4.067
H 1.699 0.824 -4.122
C -1.990 -0.174 4.435
C -0.518 0.121 4.478
C 0.103 0.267 5.716
C 1.472 0.440 5.828
C 2.266 0.460 4.692
C 1.668 0.332 3.448
C 0.286 0.192 3.334
Sb -0.461 -0.099 1.382
C -1.668 -1.812 1.611
C -3.023 -1.764 1.289
C -3.808 -2.905 1.348
C -3.235 -4.104 1.746
C -1.903 -4.144 2.115
C -1.099 -3.007 2.071
C 0.302 -3.100 2.604
C -1.844 1.468 1.079
C -1.893 2.503 2.014
C -2.691 3.619 1.804
C -3.456 3.703 0.652
C -3.398 2.689 -0.289
C -2.590 1.571 -0.101
C -2.488 0.546 -1.195
H -2.477 0.191 5.337
H -2.166 -1.250 4.373
H -2.489 0.281 3.580
H -0.503 0.230 6.613
H 1.922 0.543 6.805
H 3.338 0.565 4.770
H 2.291 0.320 2.562
H -3.485 -0.822 1.014
H -4.856 -2.857 1.093
H -3.832 -5.003 1.791
H -1.473 -5.077 2.454
H 0.722 -4.090 2.426
H 0.308 -2.930 3.683
H 0.996 -2.380 2.173
H -1.304 2.443 2.921
H -2.723 4.409 2.541
H -4.093 4.559 0.482
H -3.983 2.768 -1.197
H -3.115 0.806 -2.044
H -2.752 -0.461 -0.867
H -1.439 0.491 -1.551
*
```

Computed properties:
DFT total energy = -120069.522 eV
Largest force on an atom = 0.0202 hartree/bohr
Orbital gap (alpha / beta) = 6.576 / 5.186 eV
Lowest unoccupied orbital energy (alpha / beta) = -3.01 / -5.84 eV
E_HOMO (alpha / beta) = -9.590 / -11.029 eV